# 1
# C28H40Cl3N3O3PdSSb

A structure of composition C28H40Cl3N3O3PdSSb (ωB97M-V/def2-TZVPD, the OMol25 dataset).

The geometry in XYZ format:
```
80
Properties=species:S:1:pos:R:3
Pd 0.514 0.643 1.416
N -1.017 -0.881 2.084
C -1.864 -0.554 3.268
C -1.909 0.952 3.478
C -0.558 1.401 4.010
O -0.354 1.504 5.196
O 0.377 1.653 3.113
H -1.621 -0.993 1.274
H -0.575 -1.782 2.232
H -1.425 -1.032 4.143
H -2.866 -0.967 3.131
H -2.675 1.203 4.208
H -2.134 1.453 2.534
Cl -4.939 -3.509 2.148
C -3.936 -3.327 0.751
C -3.278 -4.431 0.229
C -2.537 -4.280 -0.929
C -2.422 -3.052 -1.576
C -1.677 -2.992 -2.897
C -0.158 -2.933 -2.714
N 0.258 -1.707 -2.047
C 0.528 -0.513 -2.665
C 0.731 0.390 -1.673
N 0.596 -0.233 -0.453
C 0.296 -1.493 -0.723
O -1.907 -4.158 -3.657
C -2.991 -4.039 -4.592
C -4.257 -3.565 -3.952
C -4.772 -2.309 -4.082
Cl -4.154 -1.036 -5.058
S -6.177 -2.056 -3.136
C -6.101 -3.662 -2.539
C -5.049 -4.345 -3.055
C -3.042 -1.956 -0.989
Cl -2.878 -0.368 -1.676
C -3.815 -2.081 0.159
H -3.379 -5.396 0.706
H -2.073 -5.147 -1.383
H -1.990 -2.102 -3.453
H 0.316 -2.960 -3.694
H 0.191 -3.793 -2.144
H 0.553 -0.415 -3.736
H 0.971 1.432 -1.758
H 0.106 -2.285 -0.016
H -3.111 -5.038 -5.008
H -2.698 -3.361 -5.397
H -6.854 -4.018 -1.854
H -4.829 -5.376 -2.813
H -4.335 -1.223 0.563
C 0.848 4.491 -0.063
C 2.125 3.717 -0.386
C 3.301 4.640 -0.692
Sb 2.433 2.292 1.210
C 2.752 3.371 3.042
C 3.518 4.676 2.866
C 3.409 2.426 4.044
C 4.280 1.228 0.872
C 5.519 2.115 0.960
C 4.243 0.445 -0.434
H 0.596 5.159 -0.889
H 0.974 5.108 0.829
H -0.003 3.828 0.107
H 1.952 3.099 -1.269
H 3.550 5.283 0.150
H 3.035 5.290 -1.530
H 4.196 4.090 -0.977
H 1.739 3.579 3.380
H 4.501 4.537 2.413
H 3.675 5.123 3.851
H 2.964 5.401 2.269
H 4.424 2.153 3.747
H 2.817 1.522 4.189
H 3.475 2.924 5.013
H 4.290 0.524 1.709
H 5.545 2.858 0.164
H 6.414 1.496 0.852
H 5.597 2.635 1.914
H 4.204 1.112 -1.300
H 3.392 -0.234 -0.485
H 5.152 -0.154 -0.529
```

## Properties
* net charge: +1
* E_LUMO: -2.78 eV



# 2
# C28H40ClF5N4Pb

A structure of composition C28H40ClF5N4Pb in a non-equilibrium geometry (ωB97M-V/def2-TZVPD, the OMol25 dataset).

The geometry in XYZ format:
```
79
Properties=species:S:1:pos:R:3
Pb -0.070 0.884 -0.681
Cl -0.868 -1.675 -0.950
C -0.473 2.992 -4.434
C -0.711 1.754 -2.620
N 0.047 1.959 -3.707
H -2.431 4.041 -4.060
N -1.792 2.538 -2.752
H 0.036 3.226 -5.366
C 1.318 1.194 -3.978
C 1.880 1.506 -5.346
C 2.417 1.548 -2.985
H 2.231 2.539 -5.453
H 2.754 0.855 -5.449
H 1.226 1.256 -6.183
H 1.966 -0.818 -4.116
H 0.216 -0.617 -4.470
H 2.244 1.105 -1.985
C 1.041 -0.299 -3.822
H 2.529 2.647 -2.915
H 3.346 1.091 -3.377
H 0.812 -0.588 -2.782
C -1.625 3.374 -3.840
C -2.585 3.122 -0.441
H -2.166 4.133 -0.536
H -3.502 3.149 0.164
C -2.953 2.523 -1.791
H -4.435 1.115 -1.185
C -4.101 3.348 -2.328
H -4.483 2.999 -3.292
H -1.884 2.502 0.131
H -2.795 0.627 -0.694
H -3.890 4.427 -2.393
H -4.916 3.211 -1.608
C -3.379 1.076 -1.521
H -3.304 0.441 -2.414
C 0.881 -4.743 3.011
N 1.330 -3.577 2.336
H -1.004 -4.946 4.251
N -0.563 -3.047 3.278
H 1.461 -5.662 2.989
C 2.370 -3.409 1.292
C 3.627 -4.159 1.685
C 1.816 -3.920 -0.031
H 3.478 -5.249 1.689
H 4.381 -3.914 0.928
H 4.011 -3.829 2.660
H 3.487 -1.751 0.533
H 2.592 -1.320 2.030
H 1.003 -3.252 -0.359
C 2.556 -1.906 1.104
H 1.444 -4.954 0.035
H 2.628 -3.855 -0.768
H 1.722 -1.535 0.485
C -0.309 -4.395 3.616
C -2.648 -2.575 2.113
H -2.842 -3.654 2.028
H -3.599 -2.036 2.220
C -1.799 -2.235 3.335
H -2.268 -0.147 3.273
C -2.555 -2.493 4.621
H -1.942 -2.266 5.502
H -2.148 -2.208 1.198
H -1.077 -0.672 2.070
H -2.926 -3.526 4.666
H -3.417 -1.813 4.615
C -1.383 -0.787 3.121
H -0.576 -0.438 3.772
C 0.462 -2.592 2.568
F 0.860 3.720 -0.515
C 1.269 3.286 0.732
C 1.058 1.979 1.134
C 1.503 1.592 2.383
F 1.329 0.314 2.852
C 2.166 2.488 3.223
F 2.610 2.086 4.433
C 2.366 3.807 2.804
F 3.000 4.689 3.598
C 1.899 4.226 1.547
F 2.041 5.492 1.124
```

## Properties
* net charge: -2
* E_LUMO (spin up / spin down): 4.51 / 4.52 eV